[1]
The following is a DFT calculation (ωB97M-V with the def2-TZVPD basis set) of C14H17BrCoN7O2 as an isolated structure.

Positions of all 42 atoms, in Å:
C 1.92 -2.73 0.22
H -2.32 6.16 -0.54
C 1.07 -1.67 0.46
C -3.34 -0.03 -0.80
N 0.81 1.41 5.05
C -0.99 0.46 -0.39
N 1.59 0.10 3.45
H 0.02 -1.81 0.67
H -4.36 -0.09 -0.45
H 3.09 0.88 0.15
N -2.47 5.17 -0.70
N 0.83 1.03 2.88
C -0.72 0.08 -1.71
H -1.05 4.18 -1.34
C -2.32 0.39 0.04
C -1.74 -0.32 -2.57
C 0.38 1.82 3.87
Co 0.33 1.08 0.86
C -3.04 -0.38 -2.11
H 4.72 -0.93 -0.31
H 3.93 -3.30 -0.26
H -3.17 3.74 0.71
H -0.27 2.66 3.72
C 3.69 -1.17 -0.09
Br -4.42 -0.93 -3.27
H -1.51 -0.60 -3.59
C -2.30 4.37 0.51
N 1.50 -0.40 0.44
C 2.79 -0.16 0.16
H 0.29 0.11 -2.09
H 1.83 -0.23 6.53
C 3.25 -2.49 -0.06
H -2.13 4.97 1.40
H 1.52 -3.74 0.26
N 2.28 -0.34 5.63
H -2.58 0.66 1.06
N 1.54 0.37 4.71
H 2.32 -1.31 5.34
O -0.53 3.49 -0.83
C -1.12 3.44 0.32
H -3.37 5.05 -1.13
O -0.74 2.68 1.22

LUMO level (alpha / beta) (eV): -2.29 / -2.33
Energy above the lowest of the compared OMol25 structures with the same formula, charge and spin (kJ/mol): 20.35
Charge: +1
Multiplicity: 2
HOMO-LUMO gap (alpha / beta) (eV): 8.48 / 8.41

[2]
The following is a DFT calculation (ωB97M-V with the def2-TZVPD basis set) of C14H17Cl2F6NO5PdS2 as an isolated structure.

Positions of all 48 atoms, in Å:
H -0.40 0.34 3.67
Cl -0.51 -3.85 1.73
F 4.67 -2.95 -0.88
C -1.48 1.60 2.25
C -1.92 -0.13 -3.58
H 0.58 4.01 0.87
H -2.62 0.73 -3.64
H 1.04 0.59 1.74
O 2.59 -0.15 -4.49
C 3.67 -2.46 -0.13
H 1.83 2.01 1.21
H -2.30 -1.02 -4.17
F 3.39 -2.90 -4.81
C -2.48 0.46 4.05
C -0.26 3.76 1.57
H -1.77 -3.51 -0.35
H -0.97 0.24 -3.85
H 0.01 4.03 2.57
C -0.32 2.21 1.44
H -0.10 -3.05 -0.51
C 2.29 -2.69 -4.12
H -0.53 3.02 -0.66
H -4.78 2.06 2.16
C -0.49 2.06 -0.04
Pd -0.17 0.13 -0.92
O 0.82 -0.75 -2.91
C -3.69 0.98 3.73
H -2.39 -0.45 4.72
O 1.73 -0.87 -0.26
S 2.15 -1.01 -3.40
C -2.71 2.18 1.96
C -1.36 0.77 3.29
C -0.93 -3.04 0.22
S 3.15 -0.85 -0.76
C 1.04 1.67 1.82
N 3.25 -1.14 -2.34
H 1.29 2.00 2.87
F 2.62 -3.33 -0.23
F 1.23 -2.80 -4.96
H -2.76 2.86 1.04
O -1.79 -0.41 -2.26
H -1.16 4.24 1.13
C -3.85 1.82 2.62
O 3.99 0.17 -0.24
F 4.02 -2.29 1.09
F 2.23 -3.51 -3.10
H -4.56 0.54 4.14
Cl -1.32 -1.31 0.75

LUMO level (alpha / beta) (eV): 0.23 / -2.84
Multiplicity: 5
HOMO-LUMO gap (alpha / beta) (eV): 8.30 / 6.53

[3]
The following is a DFT calculation (ωB97M-V with the def2-TZVPD basis set) of C14H17Cl3GeN4O3RhS2 as an isolated structure.

Positions of all 45 atoms, in Å:
N 2.82 0.67 -0.65
N -2.50 -2.17 -5.70
H -1.99 -0.41 3.52
C -0.58 0.69 5.72
C -0.89 -2.75 -2.49
Ge -0.72 3.78 0.63
H 1.20 1.65 4.84
Rh 0.89 1.26 0.27
Cl -0.58 5.83 0.93
H -3.06 -1.49 -6.18
H -2.28 -3.02 -6.19
H -2.62 1.27 5.20
C 4.11 0.90 -0.92
C -2.10 -1.97 -4.43
H 5.83 0.21 -1.99
H -2.23 0.36 -1.96
C 4.09 -1.03 -2.28
S -0.42 -1.19 -0.40
H 4.56 -1.74 -2.94
O -1.06 -0.09 0.33
N 0.89 -0.30 -0.90
C -1.21 -1.54 -1.84
C 0.73 0.66 4.93
C -1.61 1.33 4.80
H -3.03 -0.03 -4.26
O -0.06 -2.35 0.33
O 0.82 1.44 2.39
H -0.30 -3.50 -1.98
H -1.83 1.09 2.59
N 2.79 -1.25 -2.02
H -0.45 1.25 6.65
H 1.45 -0.07 5.28
Cl -2.63 3.15 0.04
C -1.33 -2.96 -3.77
Cl 0.69 3.25 -0.96
C -1.50 0.56 3.48
H -0.88 -0.32 5.98
S 0.27 0.23 3.23
H 4.58 1.76 -0.45
C -2.42 -0.78 -3.75
C 4.79 0.04 -1.75
C 2.25 -0.37 -1.22
H -1.09 -3.88 -4.28
H -1.37 2.38 4.64
C -1.98 -0.56 -2.48

LUMO level (alpha / beta) (eV): -9.72 / -9.56
Energy above the lowest of the compared OMol25 structures with the same formula, charge and spin (kJ/mol): 399.16
Charge: +2
Multiplicity: 2
HOMO-LUMO gap (alpha / beta) (eV): 3.70 / 3.85

[4]
The following is a DFT calculation (ωB97M-V with the def2-TZVPD basis set) of C14H17ClF6N6O8PtS4 as an isolated structure.

Positions of all 57 atoms, in Å:
H -1.08 -2.48 4.18
C -1.32 1.61 -2.48
S -2.82 0.60 1.24
H 2.34 -1.27 -3.49
H 2.88 -1.03 -1.86
C 0.75 -2.19 -6.45
N -0.61 -0.53 4.74
F -3.84 2.83 2.19
O -3.48 0.05 -2.20
C 0.97 -2.42 -5.10
C -0.04 -2.12 -4.20
H -2.06 -1.44 -3.92
H -0.68 -2.28 5.90
C -0.46 -1.69 -6.89
H -2.24 -1.70 5.27
C -1.48 -1.43 -5.98
O -1.46 -0.66 -1.04
Pt -0.35 -0.94 0.75
H 1.54 -2.43 -7.16
H -1.96 0.84 5.60
F -5.26 1.28 1.68
C -0.89 0.64 5.59
H -0.71 -2.64 -2.30
H -0.62 -1.52 -7.95
O -1.52 0.66 1.96
H 1.89 -2.90 -4.79
F -1.92 1.70 -3.64
C -1.27 -1.65 -4.63
N -1.97 -3.47 1.42
H -0.56 0.44 6.61
N 2.24 -1.47 -2.50
H -2.43 -1.05 -6.33
O 1.94 2.54 -0.42
S -2.39 0.48 -1.40
O -3.35 -0.74 1.18
F -4.02 1.07 3.45
S 0.97 -1.33 2.64
H 0.62 2.25 5.61
O 2.84 0.37 -0.11
C 0.27 -0.21 3.81
H -2.53 -4.29 1.64
H -0.71 2.53 4.46
S 1.15 -2.37 -0.29
O 2.18 1.62 1.75
C -1.18 -1.83 5.04
F -0.14 1.02 -2.64
N 0.11 -2.33 -2.79
C -0.07 1.77 4.92
C -1.36 -2.54 1.18
N -2.71 1.34 -0.13
O 0.51 0.83 0.24
Cl 1.97 1.37 0.37
C 1.12 -1.98 -2.03
F -1.18 2.78 -1.92
C -4.09 1.54 2.21
N 0.66 1.04 3.88
H 1.26 1.45 3.17

LUMO level (eV): -8.64
Energy above the lowest of the compared OMol25 structures with the same formula, charge and spin (kJ/mol): 36.74
Charge: +2
HOMO-LUMO gap (eV): 6.00

[5]
The following is a DFT calculation (ωB97M-V with the def2-TZVPD basis set) of C14H17CoI2LuNO4S as an isolated structure.

Positions of all 41 atoms, in Å:
C -1.40 -0.74 -0.62
H 2.09 1.00 -4.94
N 0.29 -0.36 2.98
O -1.12 -3.56 1.24
I 2.73 1.62 1.44
O -3.21 1.67 -2.08
C 1.23 -0.21 3.97
H -1.59 1.05 -4.32
H 1.09 0.46 6.10
I 3.30 -1.33 -0.47
C -1.15 0.06 -4.16
Co -0.73 1.58 -0.62
C 0.58 0.25 5.17
H 2.10 -1.05 -3.57
H 0.64 1.96 -5.15
O -2.34 -1.30 -1.04
H -1.36 -0.54 -5.06
C -0.95 -0.07 3.54
S 0.72 1.21 -2.19
H 0.82 0.44 -6.03
C 2.68 -0.50 3.86
H 0.97 -1.80 -4.70
H -2.22 0.06 1.76
H -2.62 -1.25 2.95
C 0.36 0.15 -3.94
C 1.01 0.93 -5.07
H -1.66 -0.43 -3.31
H -2.92 0.46 3.36
O -0.81 3.19 1.84
H 3.23 0.41 3.60
C -2.24 -0.22 2.83
C -0.78 0.29 4.89
H 2.91 -1.25 3.10
Lu 0.74 -0.35 0.62
H -1.65 0.53 5.51
C 1.04 -1.20 -3.79
C -2.18 1.58 -1.53
H 0.62 -1.79 -2.97
C -0.50 -2.59 1.04
C -0.76 2.50 0.91
H 3.03 -0.85 4.85

LUMO level (alpha / beta) (eV): -16.91 / -16.93
Energy above the lowest of the compared OMol25 structures with the same formula, charge and spin (kJ/mol): 167.92
Charge: +4
Multiplicity: 5
HOMO-LUMO gap (alpha / beta) (eV): 5.09 / 4.99

[6]
The following is a DFT calculation (ωB97M-V with the def2-TZVPD basis set) of a 5-piece molecular cluster, C14H17FN4 overall.

Positions of all 36 atoms, in Å:
C -3.14 -1.03 -1.89
C 2.57 -0.31 1.61
H 1.62 2.63 -0.06
C -0.95 0.55 -4.16
H 1.49 0.06 3.53
H 3.68 -1.02 -0.07
C 0.34 1.17 -4.40
C -3.93 -0.23 -0.99
C 1.15 2.21 -0.95
H 1.96 1.66 -1.43
N 1.37 1.65 -4.62
H -3.72 -1.90 -2.22
C 1.90 -3.02 2.08
H -0.97 -0.50 -3.86
F 2.92 1.02 1.39
H 2.92 -3.51 0.23
H -2.01 0.95 1.97
H -1.47 1.04 -3.33
C -0.55 1.89 2.99
N -0.80 0.52 -0.50
H 1.54 -4.04 2.19
H -2.61 1.88 3.38
H 0.88 2.98 -1.67
H -2.29 -1.46 -1.36
C 3.07 -1.38 0.75
H -1.89 0.36 3.69
H -2.82 -0.50 -2.79
N -4.55 0.44 -0.28
H -1.52 0.71 -5.07
C 2.71 -2.72 0.94
C 1.52 -2.02 2.96
C 0.10 1.24 -0.70
C -1.83 1.21 3.01
N 0.53 2.43 3.01
C 1.86 -0.65 2.81
H 0.93 -2.32 3.82

LUMO level (eV): 0.42
Energy above the lowest of the compared OMol25 structures with the same formula, charge and spin (kJ/mol): 50.63
HOMO-LUMO gap (eV): 9.65